CH3Cl2OP in the gas phase. Source: the OMol25 dataset; level of theory: ωB97M-V/def2-TZVPD.

Properties
- charge = 0
- F_max (eV Å⁻¹) = 3.9
- 2S+1 = 1
- LUMO (eV) = 0.33
- HOMO (Eh) = -0.349
- SMILES = OCP(Cl)Cl

```
8
CH3Cl2OP | the OMol25 dataset | ωB97M-V/def2-TZVPD
O -1.177 -0.744 0.407
C -0.655 0.418 -0.310
P 1.302 0.283 -0.525
Cl 1.845 1.315 1.050
Cl 1.539 -1.685 0.171
H -0.904 -1.549 -0.036
H -1.199 0.694 -1.161
H -0.751 1.268 0.402
```

C4H2FNO in the gas phase. Source: the OMol25 dataset; level of theory: ωB97M-V/def2-TZVPD.

Properties
- charge = 0
- F_max (eV Å⁻¹) = 2.5
- 2S+1 = 1
- LUMO (eV) = -1.20
- HOMO (Eh) = -0.346

```
9
C4H2FNO | the OMol25 dataset | ωB97M-V/def2-TZVPD
C -0.824 -0.676 0.016
C -0.911 0.729 -0.014
C 0.476 -1.079 -0.006
C 1.318 0.891 -0.002
N 0.173 1.478 -0.021
O 2.472 1.031 0.024
F 0.882 -2.336 -0.006
H -1.723 -1.276 0.044
H -1.863 1.239 -0.035
```

CH2N4O3 in the gas phase. Source: the OMol25 dataset; level of theory: ωB97M-V/def2-TZVPD.

Properties
- charge = 0
- F_max (eV Å⁻¹) = 6.2
- 2S+1 = 1
- LUMO (eV) = -0.31
- HOMO (Eh) = -0.362
- SMILES = O/N=c1/nnon1O

```
10
CH2N4O3 | the OMol25 dataset | ωB97M-V/def2-TZVPD
O 1.217 1.754 -0.300
N -0.010 1.549 0.182
C -0.487 0.427 0.083
N -1.789 0.094 0.584
N -1.956 -1.155 0.430
O -1.052 -1.674 -0.311
N 0.040 -0.735 -0.514
O 1.193 -1.036 0.331
H 1.294 2.683 -0.152
H 1.551 -1.906 -0.332
```

A molecular structure, C36H32BMnN12. Source: the OMol25 dataset; level of theory: ωB97M-V/def2-TZVPD.

Properties
- charge = +2
- F_max (eV Å⁻¹) = 4.6
- 2S+1 = 5
- LUMO (alpha / beta) (eV) = -7.09 / -6.43
- HOMO (alpha / beta) (Eh) = -0.501 / -0.501
- ⟨S²⟩ = 6.052

```
82
C36H32BMnN12 | the OMol25 dataset | ωB97M-V/def2-TZVPD
Mn -0.257 0.629 0.400
C -2.749 3.099 0.329
C -1.445 3.394 1.075
C -1.350 4.627 1.655
C -0.296 4.920 2.492
C 0.693 3.982 2.776
C 0.531 2.747 2.203
N -0.419 2.514 1.294
C 1.383 1.558 2.573
C 2.490 1.667 3.353
C 3.193 0.542 3.720
C 2.702 -0.652 3.307
C 1.552 -0.742 2.510
N 0.950 0.358 2.080
C 0.985 -2.060 2.204
C 1.792 -3.203 2.140
C 1.253 -4.458 2.008
C -0.128 -4.532 2.117
C -0.890 -3.377 2.366
C -2.359 -3.514 2.647
N -0.333 -2.187 2.383
H -3.045 3.793 -0.380
H -3.556 3.028 0.929
H -2.718 2.111 -0.163
H -2.152 5.365 1.419
H -0.166 5.955 2.836
H 1.513 4.181 3.473
H 2.674 2.608 3.749
H 4.156 0.563 4.243
H 3.189 -1.615 3.550
H 2.858 -3.073 2.068
H 1.797 -5.353 1.841
H -0.709 -5.417 2.058
H -2.687 -4.494 2.426
H -2.983 -2.835 2.154
H -2.569 -3.339 3.708
C -1.127 2.022 -3.430
C -0.558 2.230 -2.165
N -0.891 1.258 -1.327
N -1.686 0.407 -2.028
C -1.851 0.835 -3.282
B -2.305 -0.892 -1.384
N -0.977 -1.771 -0.991
C -0.627 -3.013 -1.342
C 0.751 -3.151 -1.178
C 1.200 -1.896 -0.793
N 0.174 -1.048 -0.670
N -3.046 -0.483 -0.055
C -4.370 -0.593 0.346
C -4.413 0.010 1.579
C -3.087 0.318 1.899
N -2.259 0.021 0.909
N -3.213 -1.627 -2.384
C -2.860 -2.492 -3.375
C -3.936 -2.898 -4.083
C -4.994 -2.162 -3.504
N -4.605 -1.444 -2.457
H -1.075 2.618 -4.330
H 0.225 2.937 -1.898
H -2.542 0.363 -3.974
H -1.482 -3.634 -1.534
H 1.467 -3.969 -1.267
H 2.274 -1.645 -0.647
H -5.175 -1.033 -0.287
H -5.166 0.164 2.323
H -2.755 0.717 2.827
H -1.802 -2.644 -3.442
H -4.052 -3.520 -4.911
H -6.047 -2.145 -3.736
N 2.042 1.198 -0.482
C 3.078 1.312 -0.934
C 4.387 1.562 -1.612
C 5.470 0.703 -1.420
C 6.589 0.836 -2.189
C 6.651 1.846 -3.115
C 5.610 2.763 -3.321
C 4.445 2.565 -2.611
H 5.421 -0.153 -0.758
H 7.378 0.152 -1.944
H 7.548 1.905 -3.710
H 5.765 3.609 -3.987
H 3.524 3.075 -2.867
```

A molecular structure, C25H39NO11S. Source: the OMol25 dataset; level of theory: ωB97M-V/def2-TZVPD.

Properties
- charge = 0
- F_max (eV Å⁻¹) = 7.4
- 2S+1 = 1
- LUMO (eV) = -0.23
- HOMO (Eh) = -0.345

```
77
C25H39NO11S | the OMol25 dataset | ωB97M-V/def2-TZVPD
C -2.967 -6.456 4.736
C -2.924 -5.228 5.237
C -2.995 -3.736 5.897
C -3.618 -2.627 4.870
O -4.985 -3.105 4.585
C -5.864 -1.973 4.278
C -6.517 -1.497 5.697
C -7.312 -2.757 6.352
O -4.151 -3.924 6.818
S -3.417 -4.665 8.170
O -3.825 -6.100 8.448
O -3.585 -3.728 9.372
O -1.746 -4.427 7.836
C -1.831 -3.295 6.919
C -0.463 -2.644 6.352
C 0.595 -2.071 7.358
C 1.808 -1.456 6.585
C 1.831 -1.485 5.040
N 0.910 -2.038 4.079
C -0.187 -2.586 4.835
H -3.363 -7.532 4.554
H -3.083 -2.603 3.847
H -3.693 -1.600 5.387
H -6.695 -2.284 3.523
H -5.229 -1.139 3.803
H -5.607 -1.270 6.391
H -7.184 -0.571 5.544
H -8.427 -2.463 6.479
H -6.822 -3.072 7.346
H -7.314 -3.702 5.676
H -2.273 -2.416 7.536
H 0.488 -2.089 8.499
H 2.682 -0.982 7.169
H 2.757 -0.970 4.547
H -1.014 -3.071 4.168
O 4.337 -0.813 2.567
C 3.893 -1.104 1.472
O 4.219 -0.365 0.396
C 3.895 -0.720 -0.960
C 2.491 -0.280 -1.317
C 2.913 -2.229 1.316
H 4.062 -1.787 -1.136
H 4.609 -0.189 -1.595
H 1.743 -0.772 -0.692
H 2.271 -0.508 -2.363
H 2.377 0.796 -1.159
H 1.915 -1.871 1.576
H 3.198 -3.033 2.000
H 2.897 -2.668 0.322
O 3.079 -0.575 -4.098
C 2.993 0.357 -4.876
O 3.935 1.318 -4.879
C 4.024 2.361 -5.865
C 3.110 3.517 -5.518
C 1.803 0.497 -5.777
H 3.844 1.966 -6.869
H 5.061 2.707 -5.852
H 2.063 3.212 -5.500
H 3.221 4.325 -6.243
H 3.345 3.903 -4.522
H 0.982 0.949 -5.217
H 1.505 -0.499 -6.115
H 1.994 1.079 -6.676
O 1.594 4.204 -7.833
C 1.509 5.134 -8.613
O 2.454 6.095 -8.617
C 2.546 7.136 -9.604
C 1.634 8.295 -9.259
C 0.320 5.273 -9.515
H 2.366 6.740 -10.608
H 3.584 7.480 -9.590
H 0.585 7.992 -9.241
H 1.747 9.103 -9.986
H 1.868 8.681 -8.263
H -0.501 5.727 -8.956
H 0.021 4.277 -9.851
H 0.512 5.852 -10.415
```

C4H7N3O2 in the gas phase. Source: the OMol25 dataset; level of theory: ωB97M-V/def2-TZVPD.

Properties
- charge = 0
- F_max (eV Å⁻¹) = 6.7
- 2S+1 = 1
- LUMO (eV) = 0.58
- HOMO (Eh) = -0.307
- SMILES = NCc1noc(O)c1N

```
16
C4H7N3O2 | the OMol25 dataset | ωB97M-V/def2-TZVPD
N -2.230 0.317 -0.368
C -1.497 -0.848 0.281
C -0.056 -0.780 0.078
N 0.451 -1.939 0.000
O 1.997 -1.751 0.017
C 2.112 -0.410 -0.009
O 3.152 0.244 -0.221
C 0.864 0.282 0.295
N 0.802 1.702 0.248
H -2.394 0.089 -1.337
H -3.263 0.156 -0.098
H -1.815 -0.762 1.296
H -1.846 -1.786 -0.187
H 3.071 1.129 -0.575
H 0.361 2.357 -0.593
H 0.292 2.001 1.170
```

2 unconnected molecules or ions with the total composition CH4NO2S. Source: the OMol25 dataset; level of theory: ωB97M-V/def2-TZVPD.

Properties
- charge = -1
- F_max (eV Å⁻¹) = 4.3
- 2S+1 = 1
- LUMO (alpha / beta) (eV) = 4.24 / 4.20
- HOMO (alpha / beta) (Eh) = -0.076 / -0.094

```
9
CH4NO2S | the OMol25 dataset | ωB97M-V/def2-TZVPD
C 0.503 -0.195 0.481
N 1.055 1.180 1.014
O -0.912 -1.851 -1.854
O -2.501 0.050 -1.324
S -1.625 -1.046 -0.811
H 1.848 1.533 0.490
H 0.353 -0.986 1.299
H 0.952 -0.553 -0.353
H 0.327 1.867 1.058
```

4 unconnected molecules or ions with the total composition C3H14O3S2. Source: the OMol25 dataset; level of theory: ωB97M-V/def2-TZVPD.

Properties
- charge = +1
- F_max (eV Å⁻¹) = 2.1
- 2S+1 = 2
- LUMO (alpha / beta) (eV) = -4.72 / -7.88
- HOMO (alpha / beta) (Eh) = -0.534 / -0.534
- ⟨S²⟩ = 0.755

```
22
C3H14O3S2 | the OMol25 dataset | ωB97M-V/def2-TZVPD
C 1.668 0.097 1.369
C 1.477 0.065 2.863
C 1.372 -1.220 0.678
S 1.790 -1.090 -1.077
S 0.022 -0.613 -1.965
H 2.636 0.515 1.085
H 0.978 0.849 0.960
H 2.143 -0.589 3.440
H 1.626 1.020 3.365
H 0.476 -0.252 3.175
H 0.397 -1.677 0.844
H 2.004 -2.027 1.086
H -0.633 -1.162 -0.917
H -3.033 1.479 1.551
H -2.893 2.692 0.515
O -3.344 1.877 0.730
H -2.409 -1.394 1.340
H -3.000 -0.245 0.313
O -2.345 -0.921 0.522
H 0.053 2.709 -0.665
H -1.057 1.687 -0.563
O -0.886 2.613 -0.657
```

Looking at E_tot for the records above, in order, we have -1376.8955; -383.3794; -483.7824; -3223.6046; -2256.1793; -471.2408; -643.8800; -1144.4777 a.u..
Looking at energy relative to the best compared isomer or geometry (same formula, charge and spin) for the records above, in order, we have 174.95; 141.93; 259.18; 59.96; 869.77; 425.86; 401.27; 0.00 kJ/mol.